No. 1
Entry from OMol25: C4H10O3 in the gas phase (wB97M-V/def2-TZVPD).

ORCA input file:
```
! RIJCOSX wB97M-V def2-TZVPD def2/J DEFGRID3
* xyz 0 1
C -1.30 0.97 -0.74
O -0.64 0.58 0.52
C 0.55 1.46 1.00
C 0.05 -0.75 0.69
O -0.82 -1.70 0.19
C 1.38 -0.99 -0.03
O 1.26 -0.75 -1.42
H -2.23 0.40 -0.90
H -0.61 0.82 -1.56
H -1.54 2.03 -0.64
H 0.90 1.84 0.03
H 0.05 2.25 1.56
H 0.19 -0.78 1.78
H -1.63 -1.64 0.71
H 1.64 -2.04 0.17
H 2.18 -0.35 0.36
H 0.57 -1.35 -1.72
*
```

Properties
**Maximum force**: 0.91 eV/A
**Energy relative to the best compared isomer or geometry (same formula, charge and spin)**: 5.587 eV
**Gap between HOMO and LUMO**: 7.399 eV
**HOMO level**: -6.96 eV
**M**: 106.12 g/mol

No. 2
Entry from OMol25: 2 unconnected molecules or ions with the total composition C4H10O3 in a non-equilibrium geometry (wB97M-V/def2-TZVPD).

ORCA input file:
```
! RIJCOSX wB97M-V def2-TZVPD def2/J DEFGRID3
* xyz 0 1
C -0.34 -0.52 0.24
C 0.84 0.40 -0.03
C 0.93 1.72 0.20
C 2.03 -0.31 -0.52
H -2.15 -0.14 0.78
H -0.80 -0.76 -0.70
H 0.13 -1.44 0.58
H 1.84 2.20 -0.12
H 0.09 2.31 0.50
H 2.71 0.39 -0.98
H 1.76 -1.06 -1.27
H 2.62 -0.76 1.36
H -3.93 -1.06 -0.71
H -3.66 0.42 -0.75
O -1.25 -0.04 1.16
O 2.78 -1.05 0.44
O -3.62 -0.31 -0.17
*
```

Properties
**Maximum force**: 1.66 eV/A
**Structure (SMILES)**: C=C(CO)CO.O
**Energy relative to the best compared isomer or geometry (same formula, charge and spin)**: 1.930 eV
**Gap between HOMO and LUMO**: 9.660 eV
**HOMO level**: -9.36 eV
**M**: 106.12 g/mol

No. 3
Entry from OMol25: 2 unconnected molecules or ions with the total composition C4H10O3 in a non-equilibrium geometry (wB97M-V/def2-TZVPD).

ORCA input file:
```
! RIJCOSX wB97M-V def2-TZVPD def2/J DEFGRID3
* xyz 0 1
O -1.37 0.59 -0.69
O 0.79 1.06 -0.13
C -0.19 1.21 -1.09
C -1.17 -0.84 -0.58
C 1.32 -0.27 0.09
C 0.01 -1.18 0.34
H 0.12 0.76 -2.05
H -0.40 2.28 -1.27
H -2.07 -1.33 -0.17
H -0.96 -1.30 -1.57
H 1.98 -0.56 -0.75
H 1.92 -0.26 1.02
H -0.26 -1.03 1.40
H 0.29 -2.24 0.20
O -0.34 1.23 1.86
H 0.03 1.11 0.95
H 0.31 0.77 2.45
*
```

Properties
**Maximum force**: 3.19 eV/A
**Structure (SMILES)**: C1COCOC1.O
**Energy relative to the best compared isomer or geometry (same formula, charge and spin)**: 2.529 eV
**Gap between HOMO and LUMO**: 10.674 eV
**HOMO level**: -9.84 eV
**M**: 106.12 g/mol

No. 4
Entry from OMol25: 2 unconnected molecules or ions with the total composition C4H10O3 in a non-equilibrium geometry (wB97M-V/def2-TZVPD).

ORCA input file:
```
! RIJCOSX wB97M-V def2-TZVPD def2/J DEFGRID3
* xyz 0 1
O -0.45 -0.99 0.37
O -0.12 1.29 0.63
C -0.82 0.21 0.29
C 1.23 1.13 0.99
C -3.05 0.66 1.06
C -2.19 0.62 -0.22
H 1.37 0.98 2.08
H 1.72 2.07 0.70
H 1.72 0.30 0.46
H -3.06 -0.37 1.47
H -4.07 0.90 0.69
H -2.79 1.36 1.86
H -2.72 -0.14 -0.83
H -2.25 1.59 -0.76
O 5.07 -3.42 -2.60
H 4.47 -2.83 -3.11
H 5.93 -3.37 -3.07
*
```

Properties
**Maximum force**: 3.68 eV/A
**Structure (SMILES)**: CCC(=O)OC.O
**Energy relative to the best compared isomer or geometry (same formula, charge and spin)**: 0.946 eV
**Gap between HOMO and LUMO**: 11.087 eV
**HOMO level**: -10.25 eV
**M**: 106.12 g/mol

> Which formula does entry 4 have?

C4H10O3